Density functional theory data (wB97M-V/def2-TZVPD) for a molecular structure, C21H32ClN6O.

- gap between HOMO and LUMO (Eh) = 0.325
- relative energy (zero: lowest compared OMol25 entry of this formula, charge and spin) (kJ/mol) = 2155.2
- HOMO energy (hartree) = -0.4080
- net charge = +1

Element x y z (Å)
Cl1 0.0654 7.0536 -0.3467
O1 -0.8925 -3.2701 0.5537
N1 0.8585 -3.5637 -2.8999
N2 1.5173 -2.4232 -3.5262
N3 -0.3092 2.1558 0.2541
N4 1.1099 -0.3479 -0.2170
N5 1.5528 -1.8020 -2.3816
N6 0.8269 -3.5743 -1.7571
C1 -0.7542 3.4114 0.7125
C2 -0.7490 1.2703 -0.6765
C3 1.6993 0.6353 0.8687
C4 -2.7411 -4.9713 1.4406
C5 -2.6765 4.6301 1.2802
C6 -2.0711 3.4296 0.9884
C7 -1.2804 -4.1893 -0.4278
C8 -1.8916 -5.5163 0.2824
C9 3.1468 -2.0077 0.6921
C10 0.3488 -4.7174 -0.8117
C11 2.6993 -4.0083 2.0538
C12 1.1717 -2.4494 -1.1455
C13 -0.1967 4.5276 0.0657
C14 -2.7321 2.2951 1.4629
C15 -0.4546 -0.0059 -0.3264
C16 -0.8375 5.6610 0.2491
C17 1.0292 2.0746 0.6402
C18 3.4413 -3.3607 0.5594
C19 -1.7495 -3.8316 1.9483
C20 1.5376 -1.7175 0.0924
C21 -1.9380 6.0037 0.7342
H1 -2.6613 6.8933 0.6142
H2 -2.5403 -2.9306 2.0558
H3 3.0334 -1.5064 1.4788
H4 1.2150 0.5313 2.1560
H5 1.6438 2.3221 -0.3580
H6 -3.4032 1.9898 0.7194
H7 0.3520 -5.4269 -1.6264
H8 -1.1058 -6.2712 0.6630
H9 4.4465 -3.3788 0.8054
H10 1.5399 -0.0461 -0.9591
H11 -3.4922 2.7790 2.2895
H12 -3.7965 -4.3741 0.8893
H13 -1.7757 1.3730 -0.5253
H14 -3.5892 5.0197 1.4247
H15 -0.5626 -0.7927 -0.9842
H16 2.7371 0.5577 1.0231
H17 3.5576 -1.5013 -0.2429
H18 -3.0920 -5.5647 2.1425
H19 0.6775 -2.2070 0.8255
H20 1.5595 2.6778 1.3442
H21 0.7660 4.5060 -0.3916
H22 0.9784 -4.9614 -0.0143
H23 -2.5277 -6.0252 -0.6830
H24 -1.6442 -3.7878 -1.1974
H25 1.4736 -3.8849 1.9222
H26 2.9687 -4.9441 2.0562
H27 -0.1914 1.4845 -1.7077
H28 2.9777 -3.4908 2.8539
H29 3.2301 -4.0109 -0.1332
H30 -0.7231 -0.3291 0.7586
H31 -1.1096 -4.0951 2.5088
H32 -2.2541 1.4512 1.7979

Results of the Mulliken charge analysis, in e, for atoms 1 through 5: atom 1 (Cl): -0.25, atom 2 (O): -0.19, atom 3 (N): -0.74, atom 4 (N): -0.77, atom 5 (N): 0.97

---

Density functional theory data (wB97M-V/def2-TZVPD) for a molecular structure, C40H63NOP3RuSi.

- gap between HOMO and LUMO (alpha / beta) (Eh) = 0.245 / 0.251
- ⟨S²⟩ = 8.762
- 2S+1 = 6
- HOMO energy (alpha / beta) (hartree) = -0.4016 / -0.5037
- net charge = +2

Element x y z (Å)
Ru1 0.5211 -0.5581 0.1613
P1 0.2700 0.2281 -2.5449
P2 0.2847 0.4243 2.7965
P3 -1.7034 -1.9401 0.0492
Si1 -1.1799 1.3130 0.0704
O1 2.5749 -0.4826 0.8310
N1 4.7719 -0.1769 0.4298
C1 -1.7008 2.0379 1.6994
C2 3.9273 -2.4294 0.8987
C3 0.2458 -3.5034 -1.2213
C4 -3.5388 1.3735 -1.4727
C5 -1.5721 2.0560 4.1220
C6 1.7746 -0.4365 -3.4003
C7 -2.5773 3.0097 4.1776
C8 -3.8753 -1.3663 -1.6755
C9 1.8784 2.1184 4.4491
C10 -4.6017 0.8643 -2.2068
C11 -3.3900 -1.2239 2.1377
C12 0.2923 -0.6207 4.3107
C13 -1.2124 -3.5470 -0.7522
C14 -4.7649 -0.5086 -2.3103
C15 -1.2487 1.2603 -4.7212
C16 -2.7127 3.0024 1.7791
C17 0.5095 4.7437 -1.5616
C18 4.5880 1.2529 0.1689
C19 -0.2033 3.8691 -0.7521
C20 2.9324 -0.6193 -2.4257
C21 -0.9987 -1.2573 -4.5347
C22 -1.0228 -1.3340 4.6001
C23 -1.1050 0.0682 -3.7768
C24 -3.8409 -3.4599 1.0861
C25 -2.6239 0.5321 -0.8311
C26 -2.0910 -4.0989 -1.8774
C27 -3.1445 3.4902 3.0046
C28 1.0843 2.9165 -3.0129
C29 -2.7644 -2.4445 1.4699
C30 -1.1239 1.5675 2.8931
C31 0.4046 2.0184 -2.1874
C32 6.1534 -0.6781 0.3364
C33 1.1453 4.2667 -2.6970
C34 2.2785 0.2243 -4.6875
C35 1.7398 1.5520 3.0374
C36 1.4479 -1.6175 4.1802
C37 3.7420 -0.9553 0.7055
C38 1.6927 2.6854 2.0125
C39 -2.7974 -0.8637 -0.9435
C40 -0.2767 2.5042 -1.0493
H1 4.9636 1.8373 1.0093
H2 0.9813 2.6557 4.7655
H3 0.9258 -3.1496 -0.4408
H4 0.5538 5.7976 -1.3170
H5 0.8806 3.3805 2.2394
H6 -0.3716 1.4105 -5.3515
H7 2.6029 0.9224 2.8201
H8 3.0074 -0.4426 -5.1534
H9 -1.9979 0.0380 -3.1602
H10 3.7557 -1.1434 -2.9171
H11 -1.8814 -0.6646 4.6017
H12 -1.6434 -5.0208 -2.2540
H13 -1.2051 -2.1248 3.8698
H14 -1.4459 2.1884 -4.1841
H15 -1.1460 1.6890 5.0487
H16 -5.5899 -0.9191 -2.8792
H17 3.5393 1.4738 0.0206
H18 1.6803 4.9468 -3.3477
H19 2.6491 -1.2207 -1.5599
H20 -2.0975 1.0735 -5.3837
H21 3.3081 0.3432 -2.0705
H22 -2.6668 -0.4434 2.3661
H23 -4.3809 -3.7437 1.9914
H24 -1.2672 -4.2356 0.0962
H25 0.3614 -2.8647 -2.1001
H26 -3.4378 -4.3741 0.6531
H27 -4.5703 -3.0293 0.3979
H28 6.8132 0.1823 0.2792
H29 -3.0984 -4.3435 -1.5463
H30 1.3071 -2.2613 3.3071
H31 -0.9655 -1.8070 5.5820
H32 -3.8650 -1.5252 3.0730
H33 1.5474 2.3298 0.9915
H34 3.5016 -2.6993 1.8650
H35 2.7950 1.1605 -4.4881
H36 6.4282 -1.2489 1.2192
H37 4.9524 -2.7792 0.8454
H38 3.3447 -2.9417 0.1296
H39 1.5532 2.5773 -3.9224
H40 -0.7100 4.2549 0.1267
H41 -3.9253 4.2387 3.0472
H42 -4.1596 -0.7897 1.4956
H43 -4.0409 -2.4282 -1.7593
H44 5.1506 1.5223 -0.7240
H45 0.5851 -4.5046 -1.4950
H46 -0.2042 -1.2315 -5.2831
H47 1.4933 -2.2581 5.0621
H48 2.6265 3.2508 2.0421
H49 -2.9169 3.3792 5.1369
H50 0.5188 0.0550 5.1376
H51 -3.1853 3.3719 0.8737
H52 -2.0677 -2.9286 2.1596
H53 -3.4088 2.4510 -1.4199
H54 2.1146 1.3581 5.1937
H55 -0.8109 -2.1070 -3.8755
H56 6.2977 -1.2846 -0.5558
H57 -2.1634 -3.4044 -2.7127
H58 -1.9347 -1.4504 -5.0619
H59 2.6999 2.8389 4.4553
H60 2.4153 -1.1186 4.0831
H61 1.4933 0.4036 -5.4192
H62 -5.2969 1.5341 -2.6971
H63 1.4197 -1.4345 -3.6709

Results of the Mulliken charge analysis, in e, for atoms 1 through 5: atom 1 (Ru): -0.66, atom 2 (P): 0.87, atom 3 (P): 1.40, atom 4 (P): 0.09, atom 5 (Si): 0.05

---

Density functional theory data (wB97M-V/def2-TZVPD) for 2 unconnected molecules or ions with the total composition C2H5NO2.

- gap between HOMO and LUMO (alpha / beta) (Eh) = 0.173 / 0.332
- relative energy (zero: lowest compared OMol25 entry of this formula, charge and spin) (kJ/mol) = 327.4
- ⟨S²⟩ = 2.007
- 2S+1 = 3
- HOMO energy (alpha / beta) (hartree) = -0.1444 / -0.4341

Element x y z (Å)
O1 -0.0019 1.9668 0.2009
O2 -0.3733 -2.3147 1.9000
N1 0.7241 0.7291 -0.0606
C1 0.0956 -1.3086 2.2287
C2 0.0210 -0.0675 -1.0600
H1 0.7047 -0.1519 -1.9105
H2 0.8722 0.2668 0.6694
H3 -0.0941 -1.0785 -0.6553
H4 -0.9867 0.2669 -1.4009
H5 -0.9617 1.6915 0.0883

Results of the Mulliken charge analysis, in e, for atoms 1 through 5: atom 1 (O): -0.47, atom 2 (O): -0.19, atom 3 (N): -0.16, atom 4 (C): 0.05, atom 5 (C): -0.69

---

Density functional theory data (wB97M-V/def2-TZVPD) for a molecular structure, C34H30O6PS6SbSiZr.

- gap between HOMO and LUMO (Eh) = 0.245
- relative energy (zero: lowest compared OMol25 entry of this formula, charge and spin) (kJ/mol) = 172.0
- HOMO energy (hartree) = -0.0989
- net charge = -2

Element x y z (Å)
Sb1 -3.4815 -1.1059 2.1435
Zr1 -0.5816 -0.5843 1.5626
S1 0.1615 -3.3702 1.6156
S2 0.6496 -6.4242 0.1694
S3 -1.6331 -1.6381 3.5952
S4 -2.3516 -1.4716 0.0466
S5 -3.6270 1.1676 2.2777
S6 -5.3611 -2.3116 2.4968
P1 1.3225 -4.6092 0.5434
Si1 -1.8617 2.3368 -0.7387
O1 1.0699 -0.5714 0.3697
O2 1.6019 -0.7965 3.0110
O3 -0.9283 1.2934 0.1843
O4 0.8057 2.3723 4.1807
O5 1.9089 1.5063 0.6313
O6 -0.2821 1.0646 2.7070
C1 1.7129 -4.4185 -2.2482
C2 -5.5595 0.6661 -1.5456
C3 1.2981 0.0518 4.1336
C4 2.5988 -0.2249 2.1346
C5 1.1773 2.3384 -3.5623
C6 2.7677 -2.5475 -3.3459
C7 4.0816 -5.1472 0.7798
C8 2.9361 -4.6937 2.8417
C9 5.2473 -5.4231 1.4842
C10 1.8585 0.3271 0.9290
C11 2.9746 -1.9448 -2.1081
C12 -2.3867 3.8021 0.2529
C13 -3.2854 1.5005 -1.5687
C14 2.1419 -3.7849 -3.4133
C15 0.2793 1.9759 -2.5646
C16 5.2568 -5.3477 2.8724
C17 -2.2376 5.1467 2.2562
C18 0.5676 1.2959 3.6843
C19 1.1496 3.6242 -4.0904
C20 -4.2023 0.3662 -3.5079
C21 -3.2964 4.7249 -0.2736
C22 -3.1372 6.0614 1.7187
C23 4.1007 -4.9781 3.5485
C24 2.5442 -2.5800 -0.9516
C25 2.9149 -4.7839 1.4518
C26 -3.1518 1.0226 -2.8751
C27 -3.6704 5.8513 0.4521
C28 -0.6714 4.1780 -2.6174
C29 1.9029 -3.8157 -1.0103
C30 -4.5112 1.3275 -0.9178
C31 0.2232 4.5453 -3.6172
C32 -0.6639 2.8884 -2.0745
C33 -1.8647 4.0226 1.5302
C34 -5.4050 0.1812 -2.8390
H1 -4.6268 1.6658 0.1085
H2 6.1620 -5.5760 3.4236
H3 -4.3837 6.5546 0.0374
H4 2.2027 0.3171 4.6745
H5 3.1577 0.5632 2.6301
H6 6.1491 -5.7019 0.9493
H7 -6.4896 0.5106 -1.0107
H8 4.1043 -4.9072 4.6310
H9 3.4608 -0.9759 -2.0475
H10 -1.8357 5.2951 3.2513
H11 -3.4348 6.9316 2.2929
H12 0.6306 -0.5253 4.7661
H13 3.2613 -1.0378 1.8391
H14 -3.7387 4.5494 -1.2521
H15 1.8532 3.9099 -4.8640
H16 0.3171 0.9700 -2.1588
H17 1.9856 -4.2609 -4.3758
H18 -0.0169 1.6419 0.2922
H19 -1.1882 3.2986 1.9730
H20 0.2045 5.5530 -4.0198
H21 2.0315 -4.3880 3.3546
H22 1.9028 1.6176 -3.9211
H23 -2.2135 1.1473 -3.4040
H24 -6.2168 -0.3540 -3.3201
H25 -4.0770 -0.0056 -4.5182
H26 3.0882 -2.0485 -4.2539
H27 2.6917 -2.1210 0.0143
H28 4.0737 -5.2167 -0.3023
H29 -1.3805 4.9115 -2.2452
H30 1.2229 -5.3843 -2.2788

Results of the Mulliken charge analysis, in e, for atoms 1 through 5: atom 1 (Sb): 0.78, atom 2 (Zr): -0.58, atom 3 (S): -0.39, atom 4 (S): -0.62, atom 5 (S): -0.56

---

Density functional theory data (wB97M-V/def2-TZVPD) for a molecular structure, C6H10N2.

- gap between HOMO and LUMO (Eh) = 0.317
- relative energy (zero: lowest compared OMol25 entry of this formula, charge and spin) (kJ/mol) = 534.3
- HOMO energy (hartree) = -0.2912

Element x y z (Å)
N1 -1.2301 -0.5613 0.3430
N2 -0.2983 1.1779 -0.5602
C1 -0.1696 -0.0849 -0.2679
C2 0.8823 -2.2660 -0.1116
C3 1.0078 -1.0020 -0.4599
C4 -1.8508 0.6634 0.9044
C5 2.2407 -0.2306 -0.6475
C6 -0.9333 1.7890 0.6741
H1 -0.0706 -2.7465 0.0887
H2 -1.5635 2.8100 0.5042
H3 -2.8918 0.6114 0.1729
H4 0.6009 1.6917 -0.9994
H5 0.0415 1.8827 1.6131
H6 2.4495 0.7630 -0.0126
H7 2.0197 0.3780 -1.4959
H8 3.3531 -0.4865 -0.9565
H9 -2.3721 0.4032 1.9151
H10 2.0693 -2.8368 0.1413

Results of the Mulliken charge analysis, in e, for atoms 1 through 5: atom 1 (N): -0.51, atom 2 (N): -0.38, atom 3 (C): 0.42, atom 4 (C): -0.56, atom 5 (C): 0.26

---

Density functional theory data (wB97M-V/def2-TZVPD) for a molecular structure, C44H40CeO8P4S2.

- gap between HOMO and LUMO (alpha / beta) (Eh) = 0.222 / 0.222
- HOMO energy (alpha / beta) (hartree) = -0.4812 / -0.4812
- net charge = +2

Element x y z (Å)
Ce1 -0.7692 -0.5276 -1.3366
S1 -0.3395 2.4585 -0.9368
S2 0.5794 -2.3994 -2.8694
P1 -3.3575 -0.0158 -2.0488
P2 -1.0167 0.4848 1.5428
P3 -1.5274 0.3615 -4.2920
P4 1.9623 0.2489 -0.6116
O1 -0.4793 0.6004 -3.1783
O2 -0.4625 3.3653 -2.1054
O3 -4.2215 0.1968 -4.5224
O4 -4.8472 -0.0686 -1.6562
O5 -1.3308 1.2337 -5.5587
O6 -2.5721 0.7495 -0.9917
O7 -2.6726 -1.3861 -2.1683
O8 -1.5364 -1.0834 -4.8191
C1 -0.6024 -6.2388 -0.7038
C2 5.5611 -0.4090 -2.4614
C3 2.5554 -3.2918 1.2658
C4 -1.5476 2.9500 0.2956
C5 4.5127 -0.4977 -1.5493
C6 3.3318 0.1967 -1.7970
C7 2.4042 -0.9356 0.6900
C8 2.4893 4.5438 0.9867
C9 1.3062 4.1844 0.3742
C10 5.4260 0.3616 -3.6091
C11 2.2478 -2.2904 0.3552
C12 -2.2795 -0.6572 2.2303
C13 -2.8245 -1.6329 1.3943
C14 3.0409 -2.9487 2.5212
C15 -3.7209 -2.5864 1.8549
C16 2.1436 1.9154 0.0981
C17 -3.1177 4.5922 1.0257
C18 -0.5709 -3.8550 -0.8289
C19 0.1027 0.8055 2.9591
C20 3.2130 -1.6100 2.8543
C21 -2.8207 2.5438 2.2669
C22 4.2396 1.0453 -3.8610
C23 -1.8660 2.1074 1.3594
C24 3.3496 2.3079 0.6820
C25 -2.1704 4.1718 0.0979
C26 1.4182 2.3200 4.3064
C27 2.8804 -0.6031 1.9559
C28 1.8011 1.2666 5.1300
C29 -3.2151 0.7814 -3.7028
C30 -4.1018 -2.5657 3.1885
C31 0.4155 -5.1289 -2.5947
C32 -0.9270 -5.0062 -0.1495
C33 3.5106 3.6029 1.1413
C34 -3.5927 -1.5877 4.0383
C35 0.5702 2.0923 3.2280
C36 1.1431 2.8661 -0.0485
C37 -3.4365 3.7806 2.1066
C38 3.1914 0.9585 -2.9591
C39 0.5198 -0.2535 3.7721
C40 0.0676 -6.2947 -1.9207
C41 -2.6851 -0.6458 3.5688
C42 0.0904 -3.8974 -2.0456
C43 1.3467 -0.0198 4.8620
C44 -3.3896 2.3014 -3.6150
H1 6.4854 -0.9465 -2.2718
H2 4.4493 3.8953 1.5954
H3 1.9494 -2.5617 -0.6410
H4 -3.1077 1.9146 3.1010
H5 4.1751 1.6074 0.7438
H6 -4.1766 4.1054 2.8293
H7 -0.9870 -1.7406 -4.3120
H8 -2.2820 0.0835 4.2579
H9 -0.8650 -7.1521 -0.1834
H10 -0.7761 -2.9210 -0.3691
H11 3.6049 -1.3397 3.8303
H12 0.3284 -7.2554 -2.3505
H13 -4.1230 -3.3339 1.1762
H14 2.4487 1.4483 5.9827
H15 -3.9104 -0.5800 -5.0137
H16 -1.4446 -4.9441 0.8004
H17 0.5203 4.9162 0.2161
H18 0.2624 2.9310 2.6161
H19 -3.6081 5.5510 0.8987
H20 3.2898 -3.7240 3.2391
H21 -0.5564 1.0383 -6.1295
H22 1.7659 3.3269 4.5105
H23 6.2461 0.4266 -4.3151
H24 2.4358 -4.3338 0.9844
H25 -5.4663 -0.3719 -2.3619
H26 0.1930 -1.2670 3.5627
H27 -1.9161 4.7717 -0.7698
H28 4.1367 1.6446 -4.7588
H29 -4.7915 -3.3125 3.5682
H30 1.6393 -0.8465 5.5029
H31 4.6205 -1.1057 -0.6572
H32 0.9435 -5.1742 -3.5436
H33 2.6302 5.5655 1.3289
H34 -3.4172 2.7089 -4.6237
H35 -2.5713 2.7765 -3.0680
H36 -4.3308 2.5345 -3.1135
H37 -3.8983 -1.5613 5.0794
H38 2.2665 1.4953 -3.1543
H39 -2.5834 -1.6596 0.3472
H40 3.0009 0.4319 2.2555

Results of the Mulliken charge analysis, in e, for atoms 1 through 5: atom 1 (Ce): -0.96, atom 2 (S): 1.79, atom 3 (S): -0.61, atom 4 (P): 0.56, atom 5 (P): 2.47

---

Density functional theory data (wB97M-V/def2-TZVPD) for 2 unconnected molecules or ions with the total composition C7H10O2.

- gap between HOMO and LUMO (Eh) = 0.328
- SMILES string = CCC(=O)C=O.C=C=C
- relative energy (zero: lowest compared OMol25 entry of this formula, charge and spin) (kJ/mol) = 328.5
- HOMO energy (hartree) = -0.3384

Element x y z (Å)
O1 1.3107 1.5490 0.9291
O2 1.4947 -0.0163 -2.1910
C1 0.9183 0.8848 -0.0074
C2 -1.5541 1.3419 0.6840
C3 0.1195 -1.8084 0.3589
C4 -1.0390 -2.3472 0.1838
C5 1.3243 -1.3295 0.6256
C6 1.7154 0.7593 -1.2987
C7 -0.6406 1.0365 -0.4903
H1 2.5839 1.4503 -1.3115
H2 -1.5807 0.5154 1.3922
H3 -1.8865 -1.8007 -0.1984
H4 -0.6151 1.8848 -1.1767
H5 -0.9338 0.1705 -1.0783
H6 -2.5694 1.5441 0.3407
H7 2.1370 -1.5692 -0.0503
H8 -1.1879 2.2192 1.2164
H9 1.6050 -1.0964 1.6424
H10 -1.2017 -3.3882 0.4294

Results of the Mulliken charge analysis, in e, for atoms 1 through 5: atom 1 (O): -0.58, atom 2 (O): -0.44, atom 3 (C): 0.71, atom 4 (C): -1.24, atom 5 (C): 0.68

---

| no. | DFT total energy (eV) | strongest force on any atom (eV Å⁻¹) |
| --- | --- | --- |
| 1 | -45777.859 | 16.9 |
| 2 | -84353.167 | 0.5 |
| 3 | -7731.420 | 10.0 |
| 4 | -138038.617 | 2.1 |
| 5 | -9358.900 | 8.0 |
| 6 | -134406.059 | 3.4 |
| 7 | -11512.452 | 4.5 |